Density functional theory data (wB97M-V/def2-TZVPD) for C45H48EuF6N4O3PS as an isolated structure in a non-equilibrium geometry.

Last column: Mulliken charge in e.
CARTESIAN COORDINATES (ANGSTROEM)
C 12.7488 15.6716 10.1026  -0.340
H 15.4306 12.2233 9.3868  0.371
C 9.2779 12.8706 8.7044  -0.203
H 19.6186 17.0570 8.2059  0.304
H 10.1633 13.5451 8.5926  0.187
C 18.7173 17.6975 8.3864  -0.683
N 15.8313 13.6094 13.4072  0.520
F 11.1488 14.8111 15.4727  -0.260
C 16.6656 20.3067 12.0430  -0.757
H 14.5917 8.1342 8.2083  0.385
F 14.7778 13.1237 16.3710  -0.305
C 13.7885 12.2419 16.0442  0.548
C 11.6872 16.5314 10.3794  -0.175
N 11.2341 11.8335 11.0806  -0.146
H 13.3898 19.1156 11.6557  0.498
H 16.0039 11.7635 12.3211  0.220
C 11.4754 10.5894 10.6870  0.299
C 14.8090 17.8780 14.4799  -1.457
H 17.2328 12.4216 15.1354  0.250
H 15.1582 20.1168 15.5480  0.511
F 12.4503 14.5843 17.2128  -0.315
O 12.7358 12.9182 14.0216  -0.383
H 17.2216 15.8223 13.6957  0.286
P 16.1157 17.5620 11.4592  1.024
C 17.7010 14.9702 14.1691  -1.619
C 12.4006 14.4321 15.8541  0.543
C 8.6188 12.5107 7.5449  -0.807
H 18.7154 13.3454 11.8668  0.596
H 13.9127 19.1558 8.4615  0.287
H 12.6363 14.9380 9.3017  0.384
C 16.1253 19.0352 12.5038  0.386
C 16.7999 18.8548 7.4884  -0.829
C 14.7962 11.3313 9.4164  -0.121
H 11.1759 12.0200 16.8722  0.364
H 5.8515 11.1275 8.9845  0.314
C 7.4103 11.8394 7.6029  0.750
C 11.3029 12.0786 15.7519  -1.731
H 14.8117 16.9707 13.8448  -0.285
H 15.9445 14.9738 10.8963  -0.990
C 10.9555 8.2622 10.2359  -0.867
C 13.0538 9.1661 9.3439  0.190
C 7.5068 11.9133 10.0384  -0.677
H 10.4150 12.5793 15.3156  0.391
F 13.3358 15.1989 15.2005  -0.049
C 12.8104 10.3317 10.1057  0.342
H 16.0054 22.2579 14.8193  0.308
H 12.2550 7.1470 9.0863  0.265
H 18.8928 12.6152 14.3471  0.450
H 5.7141 11.0186 6.5175  0.339
C 18.1083 17.7776 9.6389  -0.882
H 11.3596 11.0647 15.2407  0.320
C 16.7711 18.1586 9.8104  0.277
C 14.3299 9.0700 8.7242  -0.736
H 7.2386 10.3231 6.0650  0.285
H 16.0318 10.3072 8.1097  0.365
H 14.6207 19.9006 9.9418  0.231
C 12.1083 8.1391 9.5211  -0.548
H 15.0211 14.1160 9.6568  -0.085
H 17.6342 11.5032 13.6697  0.333
H 17.2062 22.3135 12.5147  0.452
C 6.7748 11.2777 6.3175  -1.345
H 7.0184 11.8363 11.0207  0.415
H 9.6466 9.5468 11.2909  0.445
N 13.6537 11.4002 10.1095  0.375
C 10.6288 9.4750 10.8135  -0.346
C 14.7954 19.6235 8.9392  -1.789
C 17.7703 12.4870 14.1653  -1.472
C 16.1370 21.3974 14.1446  -0.628
H 9.0910 12.6889 6.6097  0.439
C 17.2834 13.6825 13.3981  1.391
H 16.9481 20.4593 10.9680  0.165
H 16.3596 19.2887 6.6320  0.493
C 18.0282 18.3151 7.3318  -0.375
O 9.1164 11.9359 12.5543  -0.763
H 17.4392 14.9377 15.2206  0.392
C 14.1090 16.0096 10.4543  0.693
F 13.4419 11.5431 17.2616  -0.367
H 18.7498 15.0823 14.0328  0.490
H 6.8708 12.0304 5.5231  0.363
C 14.9946 14.9382 10.3869  -0.294
F 14.3409 11.2537 15.2645  -0.280
C 6.8167 11.6109 8.8741  -0.601
Eu 12.8719 13.4485 11.9027  1.233
H 17.7279 14.8409 11.5783  0.050
C 8.7541 12.5182 9.9319  0.138
C 16.1177 18.8485 8.7631  1.210
O 10.1599 13.9554 11.6126  -0.703
C 15.5899 19.0185 13.8435  1.196
H 17.0336 13.2577 11.3149  -0.045
H 11.1171 18.3661 11.3648  0.374
H 15.0120 20.5207 8.3282  0.539
C 16.7423 21.4429 12.9081  -0.747
H 14.6719 11.8941 13.4627  0.110
S 9.7423 12.5660 11.4247  1.582
C 12.5377 12.9311 15.3818  0.647
C 11.9235 17.7293 11.0294  -1.546
H 13.7931 18.1497 14.7342  0.516
H 15.2288 17.6465 15.4673  0.683
N 15.3076 12.3634 12.7772  -0.372
H 10.6467 16.1991 10.2301  0.268
H 18.4536 18.3295 6.2972  0.273
C 15.1286 10.2061 8.7232  -1.040
C 17.7387 13.7688 11.9484  -1.019
H 18.6509 17.3426 10.5069  0.264
C 14.3494 17.2333 11.1570  1.352
H 10.3611 7.4011 10.5068  0.397
H 15.5687 13.5084 14.4092  -0.181
C 13.2005 18.0804 11.4205  -1.065
C 15.6472 20.2002 14.6243  -0.838

E_HOMO (alpha / beta) = -2.9 / -3.0 eV
DFT total energy = -4237.39307 hartree
Orbital gap (alpha / beta) = 5.14 / 5.25 eV
Expectation value of S² = 15.760
LUMO (alpha / beta) = 2.2 / 2.2 eV
Molar mass = 1021.90 g mol⁻¹
Multiplicity = 8
Net charge = -1
Energy relative to the best compared isomer or geometry (same formula, charge and spin) = 0.000 eV

=====

Density functional theory data (wB97M-V/def2-TZVPD) for C45H48GeIrN3O5S3Te as an isolated structure in a non-equilibrium geometry.

Last column: Mulliken charge in e.
CARTESIAN COORDINATES (ANGSTROEM)
H 4.1636 -5.1330 4.2295  0.202
C 6.2603 -2.7595 5.0620  -0.227
H 8.3716 -2.9580 5.4109  0.381
H 1.8533 4.1129 1.3772  0.318
O 1.6373 -1.3519 3.1513  0.275
H 0.7893 4.6684 2.6833  0.465
C -5.5957 -2.4432 1.7970  -0.465
C 1.6386 -3.9626 6.0207  0.277
H -2.8071 -4.0169 -5.3791  0.308
H 5.8406 -3.3857 8.8335  0.374
C -3.8149 -1.6851 -4.1179  -0.702
H 0.7871 -4.7018 -2.3577  0.436
H 0.8118 2.2670 -0.1984  0.235
H -6.9062 -4.1433 1.7257  0.337
H -1.7143 5.0169 2.5290  0.364
H 4.9992 -0.5003 3.5284  0.418
H -1.1472 2.8739 5.4199  0.311
C 3.6909 -3.5062 2.9107  0.444
O -3.0616 1.7038 -1.4292  -0.804
H -2.9666 3.9869 3.2467  0.309
C -1.9373 4.3548 3.3624  -1.196
H 2.5440 1.1750 3.9195  0.248
H 4.5099 -6.7713 2.4194  0.377
Ge 3.3915 -2.2452 4.4029  2.286
C 1.0756 -1.6437 6.1285  -0.433
O -5.0063 0.6410 -0.4388  -0.780
H -0.9161 2.5344 -0.4728  0.120
H 3.6069 1.1086 2.5097  0.314
H -1.8777 4.9178 4.2975  0.367
C 0.3519 -1.3192 -4.1284  -0.633
H -0.4723 1.5440 4.4534  0.306
C -3.6226 -4.1253 -4.6623  -1.671
H -4.0814 -0.9459 1.8739  0.373
H 4.3009 0.0789 5.0207  0.481
Ir -0.5581 -0.5564 0.5351  1.509
O 1.5595 0.1636 1.4797  -0.673
O -2.8212 0.1430 0.4513  -0.380
H -3.1071 -4.2009 -1.9740  0.273
C -4.3031 -1.9928 2.0214  -0.478
H 3.3069 -2.1150 1.3161  0.149
H -6.3620 -1.7377 1.4997  0.422
H 6.3828 -2.6002 3.9941  0.292
C -5.9006 -3.7917 1.9269  -0.506
N -0.1584 3.5278 1.2102  0.173
C 2.0060 -0.3119 2.5462  0.303
H 0.6506 -2.3778 -5.9641  0.312
H 3.7042 -3.7256 -0.4765  0.461
C -3.7688 -0.6200 -3.2359  -0.858
C 7.2348 -3.1913 7.2159  -0.406
N -0.9724 3.2684 3.3962  0.158
C 7.3811 -2.9691 5.8526  -0.684
C -4.9022 -4.6822 2.3002  -0.509
H 3.8611 -2.9865 7.4135  0.267
S 0.3309 -2.7879 -0.3698  -0.191
C 4.0518 -0.3766 4.0596  -1.409
C 0.2713 -1.3665 -2.7285  0.494
H -2.2174 1.8618 4.4250  0.338
H -0.6250 -1.1387 7.3352  0.370
C 0.5758 -4.2631 6.8607  -0.733
H 0.3808 -5.2924 7.1392  0.379
H -3.9247 0.3995 -3.5654  0.438
C 0.7511 -3.6834 -4.2501  -0.612
H -4.0293 -1.5160 -5.1684  0.316
C 0.4225 -2.6163 -2.0915  0.080
C 0.6647 -3.7553 -2.8728  -0.719
C 0.5887 -2.4516 -4.8832  -0.618
H -3.5095 -5.0833 -4.1547  0.347
H -3.1558 -2.3147 -0.3774  0.353
C 4.1318 -5.3536 0.8527  -0.554
C -3.5197 -0.8543 -1.8932  -0.046
C 0.0133 -1.9354 6.9710  -0.396
N -0.9234 1.4513 1.8677  0.344
C 0.8493 4.4878 1.6139  -1.290
H -2.8289 -4.9296 2.7882  0.342
C -0.6962 2.6710 2.1376  -0.128
C 4.9710 -2.7542 5.5978  -0.438
C 3.0974 0.5006 3.2576  -0.502
H 8.1066 -3.3558 7.8391  0.344
H 0.9355 -4.5825 -4.8290  0.330
C 0.0077 3.0082 -0.1412  -0.645
C 3.5880 -3.1262 1.5762  -0.491
H 0.2396 3.8435 -0.8040  0.270
C -0.2421 -3.2491 7.3378  -0.545
S -3.5886 0.5287 -0.7624  1.150
H 2.2700 -4.7630 5.6498  0.197
S 0.0157 0.1022 -1.8497  -0.484
C 4.0418 -4.8261 3.1951  -0.081
H -1.0798 -3.4823 7.9840  0.333
H 0.7090 5.4315 1.0781  0.318
C 4.8508 -2.9822 6.9683  -0.313
C -1.2245 2.3320 4.4748  -1.094
C -3.5876 -2.9869 -3.6758  1.267
C -3.2795 -2.8796 2.3596  0.267
H 0.2216 -0.3562 -4.6088  0.385
C 3.8091 -4.0393 0.5541  -0.552
H -4.5647 -4.1295 -5.2167  0.387
H 1.2593 -0.6179 5.8284  -0.028
Te -1.2500 -2.2592 2.6079  -0.449
H 4.2820 -6.0725 0.0558  0.350
C 5.9637 -3.2050 7.7709  -0.640
H -1.4898 0.9571 2.5471  -0.094
C 4.2525 -5.7453 2.1791  -0.705
C 1.9009 -2.6507 5.6391  -0.020
C -3.3097 -2.1397 -1.4322  0.034
H -5.1277 -5.7379 2.4087  0.350
C -3.6092 -4.2282 2.5124  -0.437
C -3.3219 -3.1997 -2.3298  -0.811

E_HOMO (alpha / beta) = -0.7 / -1.8 eV
DFT total energy = -5927.93905 hartree
Orbital gap (alpha / beta) = 4.76 / 5.24 eV
Expectation value of S² = 6.025
LUMO (alpha / beta) = 4.0 / 3.4 eV
Molar mass = 1199.52 g mol⁻¹
Multiplicity = 5
Net charge = -2
Energy relative to the best compared isomer or geometry (same formula, charge and spin) = 0.000 eV